Record 1
# C17H27N3O3S

A single C17H27N3O3S molecule (wB97M-V/def2-TZVPD, OMol25).

```
51
Properties=species:S:1:pos:R:3:forces:R:3
C -2.5939 3.1146 3.0116 -0.1 -0.2 0.0
C -3.0878 1.6934 2.7735 0.4 0.0 -0.1
C -2.1450 0.9338 1.8385 -0.5 0.0 0.0
O -0.8375 0.7801 2.3731 0.2 0.3 0.0
C -0.6914 -0.2714 3.3016 -0.1 -0.3 -0.1
C -0.2328 -1.5917 2.6374 0.2 0.4 0.0
C 1.2940 -1.6895 2.5324 -0.4 0.1 -0.2
H 1.7132 -1.6810 3.5438 0.0 0.0 0.0
H 1.5502 -2.6441 2.0669 0.0 0.0 0.1
C 1.9252 -0.5523 1.7209 0.2 -0.4 0.2
C 1.4914 -0.6897 0.2744 -0.3 0.5 0.0
O 1.8632 -1.5678 -0.4846 0.2 -0.4 -0.1
N 0.6370 0.2693 -0.1409 -0.3 0.4 -0.2
N 0.1477 0.1915 -1.4392 0.3 -0.5 -0.3
C -0.4533 1.2386 -2.0300 0.0 0.1 0.3
N -0.7778 1.1534 -3.3469 0.0 0.1 0.0
C -0.6395 0.0959 -4.2503 0.1 -0.4 -0.3
C -0.7719 -1.2399 -3.8766 0.0 0.1 0.1
C -0.6351 -2.2379 -4.8249 0.1 0.0 -0.1
C -0.3809 -1.9247 -6.1488 0.0 -0.1 0.0
C -0.2823 -0.5962 -6.5296 0.0 0.0 0.0
C -0.4125 0.4079 -5.5907 0.0 0.0 0.1
H -0.3357 1.4441 -5.8873 0.0 0.1 0.0
H -0.1010 -0.3401 -7.5626 0.0 0.0 -0.1
H -0.2728 -2.7090 -6.8817 0.0 -0.1 -0.1
H -0.7370 -3.2691 -4.5227 0.0 -0.1 0.0
H -1.0214 -1.5029 -2.8608 0.0 0.0 0.1
H -1.0964 2.0319 -3.7349 0.0 -0.1 0.2
S -0.8432 2.6134 -1.1847 0.0 0.5 0.2
H 0.6285 -0.5416 -1.9586 -0.1 0.1 0.1
H 0.2201 0.9810 0.4521 0.1 -0.1 -0.1
C 3.4556 -0.6134 1.7876 -0.1 0.2 -0.1
C 4.0937 0.5941 1.1121 0.0 -0.2 0.1
H 5.1766 0.5473 1.1977 0.1 0.1 0.0
H 3.7513 1.5185 1.5728 0.0 0.1 0.0
H 3.8360 0.6200 0.0559 0.0 0.1 -0.1
H 3.7887 -1.5277 1.2936 0.0 -0.1 0.1
H 3.7682 -0.6549 2.8330 -0.1 -0.1 0.0
H 1.5801 0.4081 2.1096 0.0 0.0 0.0
O -0.7568 -2.7040 3.3294 -0.1 -0.3 0.3
H -0.3186 -2.7719 4.1857 0.0 0.0 0.0
H -0.6791 -1.6498 1.6385 0.0 0.1 0.1
H 0.0493 0.0574 4.0391 0.0 -0.1 0.0
H -1.6351 -0.4651 3.8239 0.1 0.0 0.0
H -2.5664 -0.0471 1.5838 0.1 0.0 0.0
H -2.0163 1.5138 0.9205 -0.1 -0.2 0.0
H -4.0778 1.7108 2.3149 -0.1 -0.1 0.0
H -3.1700 1.1672 3.7276 -0.1 -0.1 0.0
H -1.5933 3.0939 3.4364 0.1 0.1 0.0
H -2.5532 3.6603 2.0721 0.0 0.1 -0.1
H -3.2542 3.6424 3.6954 0.0 0.1 0.1
```
Positions in Å, forces in eV/Å.

E_HOMO (eV): -8.41
SMILES: CCCOC[C@H](O)C[C@@H](CC)C(=O)NNC(=S)Nc1ccccc1
Energy above the lowest of the compared OMol25 structures with the same formula, charge and spin (eV): 1.834
LUMO level (Ha): 0.0252

=====

Record 2
# C17H27N3RuS2

A molecular structure, C17H27N3RuS2 at a distorted geometry (wB97M-V/def2-TZVPD, OMol25).

```
50
Properties=species:S:1:pos:R:3:forces:R:3
Ru 0.0034 0.0052 -0.1102 2.2 -0.1 1.8
S -0.4979 2.2020 -0.3554 -2.3 3.3 -1.0
S -0.4371 -2.2363 -0.2265 -1.9 -3.1 -0.9
C -2.3659 2.2633 -0.3983 0.4 0.2 0.5
C -0.2316 2.3634 -2.1595 0.4 0.5 0.1
C -0.6962 1.1536 -2.9241 0.3 -0.6 -0.2
N -0.0813 -0.0571 -2.3000 0.2 -0.1 -1.4
C -0.6435 -1.3274 -2.8504 0.2 0.6 -0.3
C -0.1423 -2.4789 -2.0209 0.4 -0.4 0.2
H 0.8516 2.5305 -2.2316 -0.2 0.0 -0.3
H -0.7527 3.2676 -2.4889 0.2 0.0 0.1
H -0.3483 1.2225 -3.9672 -0.3 0.1 0.2
H -1.7893 1.0110 -2.9279 0.4 0.2 0.0
H -0.2864 -1.4421 -3.8865 -0.3 -0.1 0.2
H -1.7415 -1.2257 -2.8663 0.4 -0.2 0.1
H 0.9463 -2.6162 -2.0777 -0.2 0.0 -0.3
H -0.6333 -3.4158 -2.3049 0.2 0.1 0.1
C -2.2866 -2.3746 -0.2924 0.3 0.0 0.5
H 0.9225 -0.0422 -2.5288 -0.2 0.0 -0.2
H -2.7090 -1.4292 -0.6572 0.0 -0.4 0.1
H -2.5986 -2.5987 0.7375 -0.1 0.1 -0.4
H -2.5489 -3.2164 -0.9467 0.1 0.3 0.2
H -2.6700 2.5152 0.6317 -0.1 -0.1 -0.5
H -2.7604 1.2897 -0.7275 0.0 0.5 0.1
H -2.6577 3.0773 -1.0793 0.1 -0.3 0.3
C 4.0774 0.1975 -1.7834 0.4 0.0 0.6
C 4.6385 0.2462 -0.5617 0.1 0.0 -0.9
H 3.7747 1.1043 -2.3163 0.1 -0.2 0.2
H 3.9788 -0.7564 -2.3150 0.2 0.4 0.1
H 4.7573 1.1755 0.0149 0.0 -0.3 -0.6
H 5.0001 -0.6666 -0.0576 -0.1 0.4 -0.5
N -1.2441 0.0687 1.7573 -1.6 -0.3 0.3
C -0.4818 0.2959 2.9753 -0.4 0.2 0.6
C -1.0579 0.4852 4.2125 0.8 0.0 -0.4
C -0.1822 0.6965 5.3046 0.4 0.0 0.1
C 1.2041 0.6767 5.1482 0.0 0.0 0.1
C 1.8144 0.4372 3.8738 -1.6 0.1 0.4
C 3.1898 0.3712 3.5825 0.5 0.1 -0.5
C 3.6117 0.1041 2.2831 -0.5 -0.2 0.1
C 2.6318 -0.1295 1.3000 -0.2 0.3 -0.1
N 1.3430 0.0926 1.5310 0.5 -0.9 0.0
C 0.8961 0.2829 2.8069 0.6 0.2 -0.2
H -1.7604 -0.8176 1.8036 0.2 0.2 0.3
H -1.9851 0.7623 1.6401 0.1 0.0 0.3
H -2.1410 0.4729 4.2959 0.1 0.0 0.3
H -0.6165 0.8819 6.2881 0.2 -0.1 -0.3
H 1.8648 0.8533 6.0086 -0.4 -0.1 -0.3
H 3.9230 0.5305 4.3749 -0.2 0.0 -0.2
H 4.6547 0.0880 1.9914 -0.1 -0.2 0.3
H 2.7943 -0.4422 0.2525 0.6 0.3 1.0
```
Positions in Å, forces in eV/Å.

E_HOMO (alpha / beta) (eV): -17.40 / -18.01
Expectation value of S²: 8.763
Charge: +3
2S+1: 6
LUMO level (alpha / beta) (Ha): -0.3484 / -0.4750

=====

Record 3
# C17H27N4O3ReS

A molecular structure, C17H27N4O3ReS at a distorted geometry (wB97M-V/def2-TZVPD, OMol25).

```
53
Properties=species:S:1:pos:R:3:forces:R:3
Re 0.0000 0.0000 0.0000 -0.8 -1.5 0.1
C -1.4875 -0.8977 4.0206 -0.1 0.1 0.3
C -2.6286 -1.8925 3.8571 0.5 0.0 -0.2
C -3.3545 -1.7297 2.5223 -0.9 -0.1 0.9
N -2.4966 -2.0746 1.3993 0.6 0.8 -2.0
C -2.4545 -1.5792 0.1507 -3.2 0.3 3.7
S -1.1256 -1.9497 -0.7964 3.1 -0.1 -1.3
N -3.4029 -0.7487 -0.3640 2.4 -0.7 -0.1
C -4.7169 -0.4693 0.0039 -4.5 -0.1 1.0
O -5.4314 -1.1875 0.6931 2.3 0.5 -1.0
C -5.3048 0.7523 -0.6203 0.1 0.3 -0.1
C -6.6943 0.8151 -0.7901 -0.1 0.0 0.0
C -7.2843 1.9503 -1.3484 0.2 0.0 0.0
C -6.4907 3.0300 -1.7327 -0.2 -0.3 0.2
C -5.1083 2.9802 -1.5540 -1.8 0.2 0.2
C -4.5129 1.8470 -0.9943 -2.8 -2.1 1.2
H -1.0259 -1.0113 5.0063 0.0 0.1 -0.2
H -1.8492 0.1318 3.9316 0.0 0.0 0.1
H -0.7103 -1.0546 3.2660 0.2 -0.1 0.0
H -3.3467 -1.7422 4.6714 0.0 -0.1 -0.3
H -2.2366 -2.9117 3.9531 -0.2 0.0 0.0
H -3.7032 -0.6985 2.4214 0.0 -0.2 -0.2
H -4.2108 -2.4106 2.4949 -0.1 0.3 -0.1
H -1.7651 -2.7500 1.5903 0.0 -0.1 0.1
H -3.1105 -0.3531 -1.2475 -0.3 0.1 -0.2
H -7.3228 -0.0199 -0.4845 0.2 0.1 -0.1
H -8.3633 1.9937 -1.4767 0.2 -0.1 0.0
H -6.9521 3.9163 -2.1622 0.1 -0.2 0.1
H -4.4955 3.8323 -1.8397 -1.5 -0.1 0.3
H -3.4388 1.8516 -0.8313 -1.1 -2.3 1.5
C -1.8488 4.9708 -0.8021 0.1 0.8 0.1
N -1.5768 3.6556 -1.3645 2.2 -2.9 1.5
C -2.6767 3.0555 -2.0971 2.0 1.2 -1.3
C -0.6770 2.7864 -0.7582 0.4 8.9 -1.1
O -0.9138 1.5827 -0.6465 -0.8 -4.0 0.4
N 0.5045 3.3470 -0.2864 -1.7 -1.9 -0.2
C 1.2193 4.3625 -1.0469 0.5 0.7 -0.2
C 1.3325 2.5146 0.5668 -0.4 0.8 -0.4
H -2.7844 4.9233 -0.2352 0.0 0.0 -0.1
H -1.9567 5.6872 -1.6210 0.0 0.0 0.2
H -1.0686 5.3092 -0.1176 -0.1 -0.1 -0.2
H -3.0577 3.7731 -2.8291 0.6 -0.1 -0.1
H -3.4700 2.7815 -1.3948 3.7 2.9 -2.2
H -2.3412 2.1569 -2.6240 0.0 0.1 -0.1
H 0.5964 4.8422 -1.8041 0.0 -0.2 0.3
H 2.0585 3.8872 -1.5653 0.0 0.1 0.1
H 1.6013 5.1158 -0.3527 0.0 0.0 -0.2
H 0.7108 1.8995 1.2246 0.0 0.3 0.5
H 1.9738 3.1521 1.1819 0.1 -0.3 0.0
H 1.9472 1.8586 -0.0574 0.5 0.6 0.2
O 2.9457 0.0000 -1.0420 8.9 -0.1 -3.3
C 1.9492 0.0000 -0.6895 -8.6 -1.2 3.4
H 0.0000 0.0000 1.7247 0.2 -0.2 -1.3
```
Positions in Å, forces in eV/Å.

E_HOMO (alpha / beta) (eV): -17.62 / -17.62
Expectation value of S²: 3.782
Charge: +3
2S+1: 4
LUMO level (alpha / beta) (Ha): -0.4867 / -0.5048

=====

Record 4
# C17H27N7O2

A single C17H27N7O2 molecule at a distorted geometry (wB97M-V/def2-TZVPD, OMol25).

```
53
Properties=species:S:1:pos:R:3:forces:R:3
C 4.1504 -2.5190 -5.2036 0.0 0.0 0.0
H 3.9439 -2.8717 -4.1876 0.0 0.0 0.0
O 4.3912 -1.1328 -5.2441 0.1 0.1 0.0
C 3.2636 -0.3335 -4.9846 -0.1 0.1 0.3
C 2.8393 -0.3261 -3.5118 0.0 0.0 -0.3
H 3.7128 -0.0964 -2.8963 0.0 0.0 0.0
H 2.4626 -1.3100 -3.2293 0.0 0.0 0.1
C 1.7345 0.7010 -3.2625 0.2 -0.2 -0.2
N 1.3080 0.7291 -1.8796 0.1 0.2 0.3
C 0.4678 -0.2231 -1.4036 -0.2 -0.4 -0.9
N -0.0583 -1.0611 -2.2580 0.3 0.6 -0.2
C -0.7769 -2.0599 -1.7087 -0.5 -0.9 1.4
N -1.4218 -3.0497 -2.2765 0.4 0.7 -0.7
O -1.8632 -3.8195 -1.2640 -0.1 -0.2 0.0
N -1.5184 -3.3531 -0.0511 0.3 0.5 0.8
C -0.8434 -2.2520 -0.2768 -0.4 -0.6 -1.7
N -0.3410 -1.3528 0.5923 0.2 0.7 0.3
C 0.2250 -0.3049 0.0495 -0.4 -0.9 0.7
N 0.7223 0.6654 0.8720 0.4 0.0 -0.1
C 0.4196 2.0648 0.6269 -0.5 0.5 -0.1
C -0.8963 2.4525 1.3177 0.3 0.0 -0.1
N -0.7835 2.2085 2.7376 0.2 0.1 -0.1
C -0.5750 0.7902 2.9643 0.2 0.0 -0.1
C 0.7395 0.3850 2.2982 -0.1 -0.3 0.4
H 0.9174 -0.6803 2.4376 0.1 0.1 0.0
H 1.5603 0.9660 2.7280 -0.1 0.0 0.0
H -0.5100 0.5935 4.0332 0.0 -0.1 0.0
H -1.3788 0.1688 2.5397 0.0 0.0 0.1
C -1.8063 2.8526 3.5470 -0.1 0.1 0.0
C -3.1795 2.1388 3.6063 0.1 0.0 0.0
H -3.9753 2.8734 3.4768 -0.1 0.0 0.0
H -3.2843 1.3929 2.8200 -0.1 0.0 -0.1
C -3.2632 1.5314 5.0041 -0.1 0.1 0.0
H -2.7382 0.5761 5.0366 0.0 -0.1 0.0
H -4.2918 1.3665 5.3222 0.0 -0.1 0.0
C -2.5409 2.5588 5.8710 0.1 -0.1 0.0
H -2.2331 2.1536 6.8338 0.0 0.1 0.1
H -3.1990 3.4101 6.0525 -0.1 0.0 0.1
C -1.3494 2.9918 5.0156 -0.2 0.1 0.0
H -1.0388 4.0112 5.2376 0.1 0.0 0.0
H -0.4931 2.3435 5.1947 0.1 0.0 0.0
H -1.9338 3.8486 3.1120 0.0 -0.1 0.0
H -1.0822 3.5151 1.1467 0.0 0.0 0.0
H -1.7186 1.8760 0.8534 0.0 0.1 0.0
H 0.3275 2.2616 -0.4404 0.1 0.0 0.1
H 1.2320 2.6645 1.0475 0.0 0.0 -0.1
H 1.9700 1.1070 -1.2181 -0.1 0.0 0.1
H 0.8591 0.4464 -3.8619 0.1 0.2 0.0
H 2.0785 1.7043 -3.5259 -0.1 0.0 0.0
H 2.4158 -0.6538 -5.6081 0.0 0.0 0.0
H 3.5594 0.6759 -5.2857 -0.1 0.0 0.0
H 3.3093 -2.7925 -5.8512 0.0 0.0 0.0
H 5.0583 -2.9960 -5.5678 -0.1 -0.1 0.0
```
Positions in Å, forces in eV/Å.

E_HOMO (eV): -8.48
SMILES: COCCCNc1nc2nonc2nc1N1CCN(C2CCCC2)CC1
Energy above the lowest of the compared OMol25 structures with the same formula, charge and spin (eV): 4.460
LUMO level (Ha): -0.0127

=====

Record 5
# C17H27NO2

A single C17H27NO2 molecule (wB97M-V/def2-TZVPD, OMol25).

```
47
Properties=species:S:1:pos:R:3:forces:R:3
C -0.6426 -0.4085 2.6207 -0.1 0.1 0.2
C -1.0955 0.9488 3.1453 -0.1 0.0 -0.2
C -0.9370 2.0985 2.1481 0.1 0.1 0.3
C 0.5125 2.4760 1.8161 -0.2 -0.1 -0.3
C 1.0624 1.7466 0.5914 0.2 0.3 0.2
C 2.4574 2.2401 0.2098 -0.1 -0.4 0.0
C 3.1568 1.3612 -0.8290 0.0 0.3 0.0
C 2.5305 1.4188 -2.2265 0.0 0.0 0.1
C 1.0964 0.9195 -2.3261 0.5 0.1 -0.2
O 0.2193 1.5709 -2.8519 -0.3 0.1 0.0
N 0.9261 -0.3283 -1.8121 0.2 -0.5 0.2
C -0.2665 -1.0040 -1.5430 -0.1 -0.1 0.1
C -1.4914 -0.6361 -2.0713 0.0 0.0 0.0
C -2.6487 -1.3377 -1.7507 0.0 -0.2 0.2
C -2.5553 -2.4216 -0.8949 -0.1 0.1 -0.1
C -1.3354 -2.8061 -0.3557 0.3 -0.1 0.1
C -0.1859 -2.1050 -0.6683 0.0 0.0 0.0
O 1.0716 -2.3837 -0.1776 -0.3 0.4 -0.4
C 1.2055 -3.4494 0.7290 0.1 -0.2 0.2
H 2.2613 -3.4796 0.9954 -0.1 0.0 0.0
H 0.9214 -4.4029 0.2730 0.0 0.0 0.0
H 0.6087 -3.2832 1.6313 0.0 0.0 0.0
H -1.3016 -3.6510 0.3136 0.1 -0.1 0.1
H -3.4415 -2.9811 -0.6340 -0.1 0.0 0.0
C -3.9607 -0.9289 -2.3483 0.0 0.0 -0.1
H -4.0489 -1.3251 -3.3602 -0.1 0.0 -0.1
H -4.7922 -1.3098 -1.7604 -0.1 0.0 0.0
H -4.0335 0.1544 -2.4075 -0.1 0.1 0.0
H -1.5373 0.2148 -2.7305 0.0 0.0 0.0
H 1.7281 -0.7728 -1.3872 0.0 0.2 -0.1
H 2.5334 2.4490 -2.5865 -0.1 -0.1 0.0
H 3.1367 0.8212 -2.9135 0.0 0.0 -0.1
H 3.1851 0.3317 -0.4619 0.1 0.0 0.0
H 4.1938 1.6951 -0.9215 0.0 -0.1 0.0
H 2.3905 3.2628 -0.1670 0.0 0.1 0.0
H 3.0802 2.2611 1.1087 0.0 0.1 0.0
H 0.3768 1.9100 -0.2404 -0.1 -0.1 0.0
H 1.1024 0.6753 0.7879 -0.1 -0.1 -0.1
H 1.1495 2.2781 2.6816 0.1 0.1 0.1
H 0.5598 3.5495 1.6173 0.1 0.0 0.0
H -1.4336 2.9716 2.5786 -0.1 0.0 -0.1
H -1.4633 1.8469 1.2247 -0.1 0.0 -0.1
H -0.5437 1.1863 4.0585 -0.1 0.0 0.1
H -2.1534 0.8804 3.4119 0.0 0.0 0.1
H -1.1026 -0.6173 1.6566 0.0 -0.1 -0.1
H -0.9333 -1.1930 3.3178 0.0 -0.1 0.0
H 0.4379 -0.4435 2.5087 0.1 -0.1 -0.1
```
Positions in Å, forces in eV/Å.

E_HOMO (eV): -8.04
SMILES: CCCCCCCCC(=O)Nc1cc(C)ccc1OC
Energy above the lowest of the compared OMol25 structures with the same formula, charge and spin (eV): 0.159
LUMO level (Ha): 0.0270

=====

Record 6
# C17H27NO2

A single C17H27NO2 molecule (wB97M-V/def2-TZVPD, OMol25).

```
47
Properties=species:S:1:pos:R:3:forces:R:3
C 3.1626 -3.9462 -5.5198 -0.2 0.0 -0.2
C 1.8326 -4.5078 -6.0084 0.0 -0.1 0.1
C 1.0275 -5.1990 -4.9065 0.0 0.1 0.0
C 0.6237 -4.2930 -3.7422 -0.1 0.0 -0.3
C -0.2981 -3.1500 -4.1629 0.0 -0.1 0.3
C -0.8807 -2.3842 -2.9747 0.2 0.1 -0.2
C 0.1725 -1.5983 -2.1989 -0.3 0.0 0.1
C -0.4480 -0.7706 -1.0773 0.4 -0.1 -0.3
C 0.6032 0.0382 -0.3352 -0.6 -0.2 0.2
O 1.7588 0.1365 -0.6852 0.4 0.0 -0.2
N 0.1292 0.6336 0.7882 -0.2 0.2 0.3
H -0.8585 0.6124 0.9889 0.1 -0.1 -0.1
C 0.9232 1.5457 1.5748 -0.1 0.3 0.0
C 0.3715 2.9740 1.4762 0.5 -0.3 -0.1
O -0.9424 3.0692 1.9832 -0.3 0.0 0.1
C -1.1523 3.0966 3.3332 -0.2 0.0 0.1
C -0.1618 3.1343 4.3076 0.2 0.0 -0.3
C -0.5155 3.1755 5.6467 -0.1 0.0 0.1
C -1.8429 3.1760 6.0311 0.1 0.0 0.2
C -2.8316 3.1394 5.0601 0.0 0.0 0.0
C -2.4922 3.0996 3.7241 0.1 0.0 -0.2
H -3.2488 3.0753 2.9553 -0.1 0.0 -0.1
H -3.8728 3.1416 5.3462 -0.1 0.0 0.0
H -2.1068 3.2054 7.0770 0.0 0.0 0.1
H 0.2640 3.2056 6.3938 0.1 0.0 0.1
H 0.8846 3.1368 4.0444 0.1 0.0 -0.1
H 0.2841 3.2554 0.4231 0.1 0.0 0.1
H 1.0441 3.6821 1.9726 -0.1 0.0 0.0
H 0.9271 1.2154 2.6188 0.1 0.1 -0.1
H 1.9387 1.5102 1.1746 -0.1 0.0 0.1
H -1.1845 -0.0744 -1.4889 -0.1 0.0 0.0
H -0.9635 -1.4210 -0.3666 -0.1 0.1 0.0
H 0.9055 -2.2770 -1.7627 0.1 0.0 0.0
H 0.7078 -0.9288 -2.8742 0.1 0.0 0.0
H -1.3801 -3.0861 -2.3017 -0.1 0.0 0.0
H -1.6381 -1.6878 -3.3452 -0.1 0.0 0.1
H 0.2470 -2.4496 -4.7974 0.0 0.1 -0.1
H -1.1217 -3.5625 -4.7518 0.0 0.0 -0.1
H 0.1056 -4.9054 -2.9991 0.0 0.0 0.1
H 1.5192 -3.8917 -3.2690 0.0 0.0 0.1
H 0.1241 -5.6248 -5.3517 0.0 -0.1 0.0
H 1.6202 -6.0277 -4.5103 0.0 -0.1 0.0
H 2.0267 -5.2406 -6.7960 -0.1 0.1 -0.1
H 1.2392 -3.7061 -6.4510 0.0 0.0 -0.1
H 3.7456 -4.7223 -5.0280 0.1 -0.1 0.1
H 3.7406 -3.5634 -6.3581 0.1 0.1 0.0
H 3.0099 -3.1321 -4.8164 0.1 0.1 0.1
```
Positions in Å, forces in eV/Å.

E_HOMO (eV): -8.70
SMILES: CCCCCCCCC(=O)NCCOc1ccccc1
Energy above the lowest of the compared OMol25 structures with the same formula, charge and spin (eV): 0.316
LUMO level (Ha): 0.0288